No. 1
{"formula": "C26H23AuIO3P", "method": "the ωB97M-V functional and the def2-TZVPD basis", "elements": ["Au", "C", "C", "C", "O", "C", "O", "O", "H", "H", "H", "H", "H", "H", "H", "I", "C", "C", "C", "C", "C", "C", "C", "C", "C", "P", "C", "C", "C", "C", "C", "C", "C", "C", "C", "C", "C", "C", "C", "H", "H", "H", "H", "H", "H", "H", "H", "H", "H", "H", "H", "H", "H", "H", "H"], "xyz": [[-1.004504, -1.960267, -0.484190], [3.791061, -4.608884, 1.093714], [3.074142, -3.363340, 0.785725], [2.979285, -2.238197, 1.715952], [2.539060, -3.184300, -0.361428], [-0.281692, -3.527011, 2.903123], [0.361338, -3.397568, 3.854327], [-0.902359, -3.671532, 1.930920], [4.847713, -4.432451, 0.845471], [3.442834, -5.453197, 0.498403], [3.751588, -4.835899, 2.156653], [3.907074, -1.657627, 1.601960], [2.948029, -2.578527, 2.749168], [2.149699, -1.574903, 1.468718], [2.662056, -3.937194, -0.970648], [-3.566616, -2.345752, -0.573395], [-4.018285, -0.235536, -0.675574], [-5.375577, -0.213254, -0.884510], [-6.119499, 0.972062, -0.905347], [-5.459023, 2.132191, -0.681108], [-4.058126, 2.153922, -0.476583], [-3.517872, 3.445323, -0.255949], [-2.191124, 3.640399, -0.059769], [-1.364465, 2.516187, -0.118550], [-1.813255, 1.228229, -0.338306], [-0.319274, 0.181278, -0.476660], [0.698202, 0.577578, 0.974816], [1.890821, 1.289121, 0.896043], [2.631212, 1.529990, 2.049357], [2.178456, 1.074533, 3.278637], [0.976055, 0.378476, 3.364096], [0.242839, 0.126177, 2.216829], [0.568612, 0.708853, -1.957247], [-0.000482, 1.569861, -2.889639], [0.692861, 1.889484, -4.050661], [1.950044, 1.356969, -4.281011], [2.518963, 0.487017, -3.356377], [1.826525, 0.153858, -2.207042], [-3.237662, 0.968016, -0.493305], [-5.916026, -1.139360, -1.027234], [-7.186200, 0.939562, -1.073910], [-5.987539, 3.075844, -0.658559], [-4.206264, 4.280386, -0.246454], [-1.775565, 4.622367, 0.114837], [-0.300084, 2.684990, -0.000714], [2.243554, 1.664715, -0.056208], [3.553782, 2.091971, 1.985482], [2.750188, 1.277027, 4.174679], [0.609090, 0.043652, 4.325575], [-0.702088, -0.404644, 2.284909], [-0.980296, 1.994903, -2.718536], [0.245755, 2.558300, -4.773394], [2.489008, 1.613422, -5.183000], [3.500078, 0.069747, -3.540181], [2.263953, -0.536967, -1.493888]], "atomic_forces_ev_per_a": [[0.076, 0.018, -0.009], [0.026, 0.000, -0.026], [0.091, 0.009, 0.019], [-0.013, 0.015, 0.006], [0.034, -0.049, 0.034], [-0.053, -0.154, 0.044], [0.028, 0.088, -0.038], [0.060, 0.054, 0.000], [0.001, 0.009, 0.017], [0.008, 0.002, -0.006], [-0.015, -0.006, 0.002], [0.015, -0.025, -0.010], [-0.024, 0.001, 0.001], [0.002, 0.009, 0.003], [-0.014, -0.004, -0.003], [-0.183, 0.043, 0.020], [-0.030, -0.065, -0.027], [-0.017, 0.052, -0.017], [0.017, -0.013, 0.003], [-0.001, -0.008, -0.003], [-0.020, 0.032, -0.004], [0.013, -0.001, 0.002], [-0.013, -0.017, -0.006], [-0.003, 0.024, 0.039], [0.011, -0.006, 0.088], [0.056, -0.008, -0.045], [-0.006, 0.025, -0.001], [0.013, -0.009, -0.006], [-0.005, -0.005, 0.001], [0.003, 0.003, 0.001], [0.000, -0.003, 0.000], [-0.006, 0.001, -0.003], [-0.046, -0.028, -0.031], [0.012, 0.029, 0.015], [-0.004, 0.001, 0.007], [0.006, -0.002, -0.001], [0.003, 0.008, -0.003], [-0.013, -0.010, 0.000], [-0.010, 0.002, -0.053], [0.007, -0.004, -0.002], [0.002, 0.001, -0.004], [0.000, -0.002, 0.002], [0.000, -0.001, -0.002], [0.001, -0.002, 0.006], [-0.004, -0.003, 0.001], [0.000, 0.001, -0.001], [-0.002, 0.001, -0.002], [-0.003, 0.001, 0.000], [0.002, -0.001, -0.002], [0.000, 0.001, 0.002], [0.000, -0.001, -0.009], [-0.001, 0.000, 0.002], [0.001, -0.002, 0.001], [-0.001, -0.001, 0.000], [0.000, -0.003, -0.003]], "charge": 2, "gap_ev": 6.124, "homo_ev": -13.46}

No. 2
{"formula": "CH2ClN3O3", "method": "the ωB97M-V functional and the def2-TZVPD basis", "elements": ["C", "N", "N", "N", "O", "O", "O", "Cl", "H", "H"], "xyz": [[0.825207, 1.489020, -0.054594], [1.212968, 1.295078, 1.061038], [-0.787523, -0.056333, -0.058976], [-0.680818, -1.291748, -0.246450], [0.787321, 1.809274, -1.170719], [0.540455, -1.622925, -0.823240], [-1.339255, -2.184849, 0.149470], [-2.324968, 0.372280, 0.436960], [1.015389, -0.908503, -1.193748], [0.751224, 1.098702, 1.900261]], "atomic_forces_ev_per_a": [[1.230, 1.109, -0.171], [1.042, 0.249, 0.235], [-0.767, 0.216, -1.127], [1.860, 0.915, 0.508], [-0.380, -0.042, -0.785], [-1.037, -2.933, 0.854], [-0.882, -1.542, -0.311], [-0.595, 0.164, 0.512], [0.264, 2.204, -0.578], [-0.736, -0.340, 0.863]], "gap_ev": 10.570, "homo_ev": -10.50, "smiles": "[O-]/[N+](O)=N\\Cl.N=C=O"}

No. 3
{"formula": "C5H10O", "method": "the ωB97M-V functional and the def2-TZVPD basis", "elements": ["C", "C", "C", "C", "C", "O", "H", "H", "H", "H", "H", "H", "H", "H", "H", "H"], "xyz": [[2.121943, -0.192778, -0.214813], [0.794062, -0.464258, 0.455771], [-0.985316, 0.057633, -0.591807], [-1.869960, -0.547297, 0.478892], [-0.532303, 1.445729, -0.546023], [0.242098, 1.850595, 0.299567], [2.295551, 0.882075, -0.341182], [2.965839, -0.565551, 0.393885], [2.160496, -0.688269, -1.184468], [0.444491, -1.473777, 0.443804], [0.806304, -0.063145, 1.492526], [-1.445002, -0.156333, -1.602473], [-1.597613, -0.117204, 1.441697], [-2.950979, -0.442303, 0.329453], [-1.661623, -1.626548, 0.521417], [-0.813647, 2.135246, -1.362521]], "atomic_forces_ev_per_a": [[-0.293, -0.042, -0.230], [-0.644, -0.568, -0.760], [1.112, -0.214, 0.805], [-0.013, 0.077, 0.306], [0.253, 0.573, 0.511], [-0.586, 1.298, -0.222], [-0.130, -0.228, -0.003], [-0.446, 0.003, -0.054], [0.153, 0.075, -0.049], [0.388, -0.809, 0.054], [-0.816, -0.015, -1.044], [1.356, -0.394, 0.726], [-0.174, -0.088, 0.124], [0.192, 0.173, -0.158], [-0.132, 0.231, 0.053], [-0.222, -0.070, -0.061]], "gap_ev": 9.524, "homo_ev": -9.02}

No. 4
{"formula": "C2H3N2O2", "method": "the ωB97M-V functional and the def2-TZVPD basis", "elements": ["C", "C", "N", "N", "O", "O", "H", "H", "H"], "xyz": [[0.898885, -0.429210, -0.413927], [-1.090704, 0.940429, -0.053812], [0.372048, -1.554733, -0.205564], [-2.018125, 0.231565, 0.403604], [0.325710, 0.794795, -0.424192], [-2.045157, -1.031961, 0.696475], [1.909661, -0.257209, -0.731494], [-1.093205, 2.044236, -0.236797], [-0.724258, -1.639325, -0.005192]], "atomic_forces_ev_per_a": [[-1.585, -0.984, -0.035], [1.550, 2.085, -0.729], [-0.065, -0.317, -0.527], [-0.496, 0.910, -0.026], [-0.560, -0.590, 0.379], [-0.141, -0.906, 0.014], [0.885, -0.374, 0.118], [-1.315, -1.006, 0.482], [1.727, 1.182, 0.324]], "charge": -1, "gap_ev": 7.140, "homo_ev": -2.85, "smiles": "[H]/N=C\\O/C=N\\[O-]"}

No. 5
{"formula": "CH3I2P", "method": "the ωB97M-V functional and the def2-TZVPD basis", "elements": ["C", "P", "I", "I", "H", "H", "H"], "xyz": [[0.837714, 0.172594, 0.015214], [-0.529864, -0.481430, -1.025171], [-1.190347, -2.580012, 0.228417], [-2.475215, 1.941146, 0.264796], [1.730209, -0.505742, 0.203211], [0.601482, 0.474920, 0.960109], [1.026020, 0.978526, -0.646577]], "atomic_forces_ev_per_a": [[1.084, -2.699, -1.773], [-0.051, -1.535, 0.940], [0.276, 0.891, -0.538], [-0.214, 0.243, 0.101], [-0.977, 0.686, -0.929], [-1.198, 1.151, 2.418], [1.080, 1.263, -0.219]], "gap_ev": [7.878, 5.757], "spin_multiplicity": 3, "homo_ev": [-7.98, -9.36]}

No. 6
{"formula": "C2H12O4", "method": "the ωB97M-V functional and the def2-TZVPD basis", "elements": ["C", "O", "C", "H", "H", "H", "H", "H", "H", "H", "H", "O", "H", "H", "O", "H", "H", "O"], "xyz": [[-1.079368, 0.046087, 1.227206], [-0.797961, -0.276341, -0.154615], [-1.663574, 1.531207, 1.512760], [0.054278, -0.165435, 1.666644], [-1.718113, -0.691405, 1.488934], [-1.618174, -0.438959, -0.618854], [-0.683155, 2.112674, 1.596385], [-2.073678, 1.413740, 2.453064], [-2.051691, 2.127309, 0.632080], [-1.352088, 1.771757, -2.233993], [-2.243639, 1.866363, -3.422098], [-1.584539, 1.201515, -3.137547], [2.344761, -0.804852, -1.118296], [3.236598, -0.311249, 0.025845], [3.227665, -0.623458, -0.868058], [2.393259, -2.146777, 1.398493], [1.604447, -1.064043, 1.989143], [1.475441, -1.943328, 1.623078]], "atomic_forces_ev_per_a": [[4.009, 2.210, -1.835], [0.301, 0.879, 0.092], [4.973, -0.519, -3.000], [-3.525, 0.993, -0.459], [-2.043, -2.156, 1.841], [-0.296, -0.005, -0.167], [-1.198, -0.471, 0.538], [-1.677, 0.727, 1.643], [-0.782, -1.388, 1.218], [-0.288, -2.726, -3.171], [0.147, -0.757, -0.573], [0.152, 3.418, 3.789], [-1.554, -0.201, -0.101], [-0.289, 0.279, 0.542], [1.798, -0.042, -0.439], [-0.153, -0.523, -0.219], [-0.336, 0.120, 0.256], [0.761, 0.162, 0.044]], "gap_ev": 10.742, "homo_ev": -10.29, "smiles": "CCO.O.O.O"}